54
Properties=species:S:1:pos:R:3:forces:R:3:mulliken_spin:R:1 method="wB97M-V/def2-TZVPD" energy_ev=-105415.6419 homo_energy_ev="-11.398 / -11.564" multiplicity=2 charge=+1
V -0.15749 0.53281 -1.25123 0.89 -0.66 -0.16 1.55
C -2.14172 -0.66644 2.37947 0.11 -0.01 0.04 -0.01
Si -2.66571 0.26050 0.85368 0.05 -0.15 -0.16 0.04
C -4.39168 0.00042 0.21260 -0.05 0.09 -0.06 -0.01
C -2.44364 2.06592 1.18398 -0.01 0.01 0.11 0.00
N -1.53407 -0.38007 -0.48444 -0.79 -0.71 0.20 -0.38
C -1.58005 -1.77585 -0.74245 -0.07 0.50 0.21 -0.01
C -2.46704 -2.69738 -0.17603 -0.01 -0.14 -0.07 -0.06
C -2.40282 -4.03500 -0.53134 -0.01 0.06 0.04 0.03
C -1.46168 -4.49439 -1.44392 0.02 -0.05 -0.03 -0.08
C -0.55770 -3.61073 -2.02040 -0.03 0.08 0.06 0.04
C -0.66316 -2.30295 -1.63840 0.12 -0.05 -0.10 -0.02
F 0.20641 -1.36896 -2.17369 -0.06 0.17 0.00 0.01
H -2.44014 -0.10399 3.26644 -0.01 0.02 -0.01 0.00
H -1.04856 -0.72373 2.37718 -0.02 -0.01 0.04 0.00
H -2.52556 -1.67860 2.48241 -0.03 -0.01 -0.02 0.00
H -5.07646 0.62383 0.79226 0.00 -0.01 0.01 0.00
H -4.77336 -1.01772 0.23083 0.02 0.00 0.02 0.00
H -4.43539 0.35554 -0.82076 -0.04 -0.01 0.01 0.00
H -3.13499 2.24057 2.01666 0.03 0.07 0.00 0.00
H -2.73711 2.72326 0.36934 -0.02 -0.02 -0.01 0.00
H -1.44685 2.33735 1.53079 0.01 -0.02 -0.01 0.00
H -3.21142 -2.38069 0.53403 0.00 0.01 0.00 0.00
H -3.10052 -4.73003 -0.08561 0.00 -0.01 0.00 0.00
H -1.42713 -5.54157 -1.70958 0.00 0.00 0.01 0.00
H 0.19750 -3.91806 -2.72930 0.00 -0.01 -0.01 0.00
F 0.58718 2.28612 -5.89066 -0.03 0.02 -0.04 0.00
C 1.52837 2.00477 -5.01949 -0.10 0.00 0.10 0.00
F 2.45441 2.93512 -5.00074 0.04 0.01 -0.01 0.00
F 2.05351 0.82108 -5.25771 0.02 -0.06 -0.03 0.00
S 0.76562 1.91074 -3.32594 -0.06 -0.37 0.34 0.00
O -0.36193 0.94175 -3.35302 0.25 0.37 -0.10 0.00
O 1.72622 1.40844 -2.34016 -0.17 0.23 -0.41 0.00
N 0.30296 3.38196 -3.07360 0.11 0.07 0.07 0.00
S -0.21323 3.66951 -1.60750 -0.44 -0.75 0.14 0.00
O -1.14744 4.72374 -1.52534 0.00 0.02 -0.07 0.00
O -0.68784 2.35597 -0.99300 0.34 1.19 -0.10 0.01
C 1.27113 4.17012 -0.56468 0.01 0.04 -0.18 0.00
F 2.10880 4.80477 -1.36859 -0.03 -0.06 0.19 0.00
F 0.83123 4.97662 0.37977 0.07 -0.10 -0.03 0.00
F 1.84863 3.10804 -0.03410 -0.07 0.14 -0.05 0.00
C 1.07425 0.01850 0.13821 -0.11 0.16 0.08 -0.12
C 1.84012 -0.31653 1.02610 0.14 -0.10 0.13 0.02
C 2.74658 -0.71619 2.05674 -0.14 0.08 -0.15 -0.01
C 2.28995 -0.86478 3.36853 0.05 -0.06 0.08 0.00
C 3.17140 -1.25359 4.36227 -0.04 0.01 -0.03 0.00
C 4.50120 -1.50646 4.05122 0.01 0.00 0.02 0.00
C 4.95720 -1.36291 2.74731 -0.03 0.01 -0.03 0.00
C 4.08654 -0.96189 1.74875 0.09 0.01 0.05 0.00
H 1.25147 -0.67251 3.60332 0.00 0.01 -0.02 0.00
H 2.81956 -1.36335 5.37908 0.01 0.00 0.00 0.00
H 5.18570 -1.81617 4.82972 0.00 0.00 0.00 0.00
H 5.99375 -1.55834 2.50861 0.00 0.00 0.01 0.00
H 4.43500 -0.83856 0.73238 -0.02 0.01 -0.01 0.00